Formula: C44H48BrF4N4O4S
Source: OMol25
Level of theory: wB97M-V/def2-TZVPD

Structure (XYZ):
```
106
Properties=species:S:1:pos:R:3:mulliken_charge:R:1
C -2.42 -2.20 1.42 -0.7700
C -2.43 -1.29 0.05 -0.2513
C -3.97 -0.83 -0.42 -0.6431
C -4.92 -0.60 0.89 0.0705
C -4.53 0.72 1.85 0.8263
C -3.27 1.75 1.47 0.1466
O -2.01 1.60 1.92 -0.4670
O -3.50 2.94 0.60 -0.3060
C -2.61 2.92 -0.58 -0.2428
C -1.19 3.72 -0.38 -0.5599
S -0.33 3.67 -2.08 -0.0963
C 1.27 2.72 -1.81 0.2592
N 2.18 3.35 -0.78 -0.1739
N 3.24 2.44 -0.76 -0.2392
C 3.13 1.28 -1.74 -0.0173
O 1.81 1.49 -2.41 -0.2503
C -5.45 0.99 3.18 -0.7713
C -6.70 -0.04 3.46 0.4238
C -7.61 0.24 4.81 -0.8000
C -7.11 -0.89 5.94 0.4449
O -5.81 -0.98 6.25 -0.4525
Br -8.39 -2.15 6.82 -0.0672
N -7.04 -1.24 2.56 -0.0047
C -6.22 -1.57 1.31 0.1119
C -6.63 -2.83 0.34 -0.2927
C -7.20 -4.15 1.13 -0.4889
C -6.05 -5.23 1.60 -0.5162
C -4.90 -5.54 0.48 -0.1953
C -4.25 -7.05 0.56 -0.0415
N -2.90 -7.10 1.25 -0.5127
H -3.37 -2.86 1.58 0.0329
H -2.30 -1.51 2.37 0.2708
H -1.48 -2.93 1.42 0.3438
H -1.72 -0.37 0.23 0.1080
H -2.02 -1.99 -0.82 0.4503
H -4.42 -1.53 -1.24 0.4192
H -3.85 0.24 -0.94 0.1371
H -3.17 3.44 -1.49 0.3406
H -2.35 1.83 -0.94 0.1286
H -1.41 4.85 -0.06 0.3443
H -0.48 3.15 0.36 0.3101
H 3.90 0.40 -1.91 0.3369
H -5.23 1.90 3.89 0.3283
H -7.50 1.34 5.23 0.3558
H -8.73 -0.03 4.55 0.3826
H -7.88 -1.80 2.88 0.3858
H -7.54 -2.44 -0.34 0.3621
H -5.75 -3.04 -0.40 0.0448
H -8.01 -4.73 0.47 0.3371
H -7.79 -3.84 2.12 0.1177
H -5.56 -4.96 2.65 0.1999
H -6.62 -6.26 1.79 0.3885
H -4.02 -4.75 0.61 -0.1905
H -5.31 -5.37 -0.62 0.2494
H -4.95 -7.83 1.10 0.2778
H -4.09 -7.42 -0.56 0.0194
H -2.87 -7.83 2.01 0.2503
H -2.62 -6.17 1.64 0.1841
F -3.52 -8.60 -1.93 -0.3368
C -2.41 -9.33 -2.10 0.3653
C -1.33 -9.17 -1.23 -0.1822
C -0.18 -9.93 -1.41 -0.5028
C -0.11 -10.84 -2.47 -0.4485
C -1.19 -11.00 -3.34 -0.4673
C -2.35 -10.24 -3.15 -0.4864
H -1.40 -8.45 -0.42 0.4815
H 0.66 -9.82 -0.73 0.3579
H 0.79 -11.44 -2.61 0.3635
H -1.13 -11.71 -4.16 0.3557
H -3.20 -10.35 -3.81 0.3941
F 3.15 9.02 1.91 -0.3391
C 3.71 7.81 1.86 0.3204
C 4.72 7.49 2.77 -0.4049
C 5.31 6.23 2.72 -0.3695
C 4.89 5.30 1.77 -0.3448
C 3.88 5.63 0.86 -0.1905
C 3.28 6.89 0.91 -0.4341
H 5.04 8.23 3.50 0.4214
H 6.09 5.96 3.43 0.3982
H 5.35 4.31 1.73 0.4176
H 3.55 4.91 0.12 0.2291
H 2.49 7.16 0.22 0.4269
F 7.31 5.10 -0.34 -0.2991
C 7.54 6.37 -0.69 -0.0262
C 8.76 6.73 -1.25 -0.2214
C 8.99 8.05 -1.61 -0.5139
C 8.00 9.02 -1.40 -0.4937
C 6.78 8.65 -0.83 -0.4717
C 6.54 7.32 -0.48 -0.0350
H 9.52 5.97 -1.40 0.4685
H 9.94 8.34 -2.05 0.3599
H 8.19 10.05 -1.68 0.3696
H 6.01 9.40 -0.66 0.4051
H 5.60 7.02 -0.04 0.4137
F 10.05 0.99 -4.80 -0.3091
C 8.94 1.50 -4.26 0.2549
C 9.02 2.65 -3.49 -0.5137
C 7.86 3.19 -2.93 0.1111
C 6.63 2.56 -3.14 -0.6087
C 6.56 1.40 -3.91 -0.2414
C 7.72 0.87 -4.48 -0.5099
H 9.99 3.13 -3.33 0.4174
H 7.92 4.10 -2.33 0.1692
H 5.73 2.97 -2.70 0.4174
H 5.60 0.91 -4.07 0.3923
H 7.68 -0.02 -5.09 0.4012
```

HOMO energy = -10.04 eV
net charge = +1
Kohn-Sham gap = 4.814 eV
E_LUMO = -5.23 eV
multiplicity = 1
E = -152278.34485 eV